1.
148
Properties=species:S:1:pos:R:3:forces:R:3:mulliken_charge:R:1 method="wB97M-V/def2-TZVPD" gap_ev=9.65 smiles=COC[C@H](C)N.COC[C@H](C)N.COC[C@H](C)N.COC[C@H](C)N.COC[C@H](C)N.CCO.CCO.CCO.CCO.CCO.CCO.CCO lumo_energy_ev=0.480 total_charge=0 energy_ev=-68847.950 de_lowest_kj_mol=0.0 homo_energy_ha=-0.337
C 1.108879 3.003572 3.020806 -0.28 -0.67 -0.05 -2.060
C 2.365353 2.411464 2.398328 -0.20 0.89 0.38 2.716
C 3.529299 3.381749 2.520640 -0.44 0.28 -0.53 -1.250
O 4.565041 2.896864 1.690453 0.43 -0.35 0.16 -0.125
C 5.794618 3.565869 1.875736 -0.50 0.54 0.34 -0.890
N 2.706095 1.147629 3.061410 0.30 -0.31 -1.14 -0.761
H 0.861148 3.999645 2.657269 0.24 0.14 0.09 0.761
H 1.188317 2.959636 4.107154 -0.06 0.29 0.03 0.434
H 0.271507 2.356377 2.740349 -0.09 0.03 0.17 -0.013
H 2.148838 2.300683 1.326446 0.30 -0.14 -0.07 -1.136
H 3.842823 3.533734 3.560617 0.13 -0.38 0.06 0.494
H 3.202875 4.369829 2.165807 0.01 0.00 -0.08 0.420
H 5.669685 4.628614 1.638202 0.16 0.04 -0.22 0.327
H 6.551396 3.121329 1.238688 -0.03 -0.09 -0.05 0.213
H 6.103732 3.538488 2.925341 0.13 -0.25 0.02 0.348
H 3.641864 0.919462 2.719214 0.06 0.00 0.37 0.391
H 2.168303 0.412282 2.597572 -0.13 -0.10 0.25 -0.105
C 1.484395 -2.024804 5.018429 -0.43 -0.27 -0.18 -1.644
C 0.233761 -1.159439 4.752170 0.73 -0.44 -0.12 1.706
C -0.894310 -1.587758 5.666146 -0.05 -0.18 1.10 -1.023
O -1.204731 -2.970110 5.562884 0.12 0.11 -0.39 -0.323
C -2.175266 -3.329458 6.520478 -0.25 0.28 -0.38 -0.853
N 0.551005 0.245345 5.039578 0.33 -0.10 0.28 -0.244
H 2.198331 -1.959003 4.197284 0.04 0.24 0.06 0.118
H 1.224900 -3.078969 5.135956 -0.03 0.03 0.03 0.357
H 1.947194 -1.679922 5.945861 0.09 -0.09 0.00 0.531
H -0.019989 -1.231623 3.692028 -0.26 -0.03 0.08 -0.960
H -1.799367 -0.973109 5.618689 0.01 0.06 -0.53 0.595
H -0.540200 -1.433705 6.701373 0.13 0.17 0.00 0.385
H -3.055144 -2.688107 6.384569 -0.11 -0.07 0.21 0.333
H -1.813217 -3.206401 7.545911 0.10 -0.03 0.01 0.331
H -2.467767 -4.361191 6.340429 0.11 -0.06 0.04 0.245
H 1.392769 0.496322 4.510935 -0.30 0.12 -0.07 0.146
H 0.904938 0.230676 5.998958 -0.24 0.31 0.01 0.316
C -0.127495 2.112239 -6.262259 -1.10 0.65 0.90 -1.487
C 0.753776 1.017021 -5.653827 0.66 0.27 -1.35 2.032
C 0.254465 -0.377330 -6.027179 -0.38 -0.17 0.65 -0.634
O -1.101884 -0.543324 -5.636104 -0.37 -0.05 -0.11 -0.511
C -1.241596 -0.981695 -4.289299 0.47 0.21 -0.66 -0.388
N 2.151177 1.159248 -6.176697 -0.49 0.71 -0.10 -0.780
H -0.034062 3.033897 -5.677000 0.20 -0.01 -0.03 0.386
H -1.194974 1.877965 -6.194664 0.10 -0.25 0.07 0.222
H 0.026413 2.419860 -7.298451 0.51 -0.55 -0.10 0.459
H 0.795243 1.123736 -4.570508 -0.06 -0.06 0.04 -1.051
H 0.837928 -1.167455 -5.542394 0.36 0.15 -0.06 0.050
H 0.308352 -0.541447 -7.103748 -0.04 0.14 -0.10 0.412
H -0.846484 -1.997661 -4.208651 -0.04 -0.01 0.27 0.228
H -2.297688 -0.981272 -4.035742 -0.03 0.02 -0.01 0.338
H -0.686801 -0.301035 -3.636096 -0.10 -0.18 0.33 0.148
H 2.004238 1.387111 -7.163150 0.22 -0.64 -0.12 0.342
H 2.472119 2.088325 -5.891869 0.14 -0.30 0.50 0.321
C -1.213724 2.984092 -2.845937 1.37 0.52 0.51 0.614
C -2.634300 3.115064 -3.307730 -0.45 0.12 0.30 0.112
C -3.512769 1.949648 -2.839294 -0.39 0.31 -0.01 -0.700
O -3.416134 1.773227 -1.423870 -0.01 0.45 -0.71 0.073
C -4.516101 1.071071 -0.923599 -0.15 -1.23 1.09 -0.803
N -3.161084 4.412083 -2.805718 0.41 -0.88 -0.30 -0.730
H -1.111069 2.908470 -1.760868 -0.41 -0.28 -0.01 -0.824
H -0.659567 3.907356 -3.041608 -0.17 0.02 -0.41 0.644
H -0.618140 2.177185 -3.275037 -0.38 -0.17 -0.11 -0.634
H -2.661166 3.134314 -4.401030 -0.06 -0.01 0.02 0.382
H -3.298037 1.028974 -3.392837 0.25 -0.16 0.23 0.082
H -4.559986 2.192971 -3.054700 -0.01 0.08 -0.22 0.587
H -4.661504 0.118406 -1.449096 0.03 0.06 -0.10 0.416
H -5.497816 1.558122 -0.859246 0.29 0.62 -0.59 0.324
H -4.291820 0.813826 0.116164 0.17 0.00 -0.10 -0.047
H -3.222711 4.265083 -1.799533 -0.35 0.40 -0.05 0.320
H -4.095313 4.501519 -3.192549 -0.08 0.23 0.36 0.303
C 2.084275 -3.357657 -2.435973 0.32 -0.37 0.32 -1.039
C 1.373728 -4.154122 -3.540366 0.87 0.67 0.42 1.348
C 2.363328 -4.535420 -4.642930 -0.54 0.15 0.27 -1.184
O 2.841671 -3.344285 -5.214810 0.38 0.17 -0.08 -0.145
C 3.521092 -3.567991 -6.432654 -0.70 -0.16 -0.51 -0.973
N 0.733296 -5.329922 -2.942191 0.42 -0.28 -0.16 -0.501
H 1.377028 -2.908024 -1.737574 -0.07 0.10 -0.10 -0.045
H 2.779091 -2.602402 -2.794476 -0.39 0.16 -0.34 0.151
H 2.736948 -4.009427 -1.840741 -0.16 -0.26 -0.04 0.510
H 0.641740 -3.473899 -3.979714 -0.24 -0.29 -0.11 -0.610
H 1.845226 -5.129911 -5.407602 0.00 -0.08 -0.01 0.486
H 3.158519 -5.153705 -4.204477 0.20 0.06 -0.11 0.374
H 2.834361 -4.058287 -7.134784 0.11 -0.31 0.03 0.363
H 4.409310 -4.186875 -6.303999 0.14 0.03 0.03 0.345
H 3.753256 -2.628945 -6.930323 0.24 0.22 0.50 0.264
H 0.855872 -6.125145 -3.566471 -0.40 0.04 -0.03 0.249
H 1.264047 -5.596739 -2.116836 -0.09 0.09 0.04 0.316
C -4.168060 -0.843033 2.892621 0.05 0.33 0.07 -0.684
C -4.397015 -2.178956 3.577122 0.33 0.40 0.04 0.238
O -5.490262 -2.022745 4.471171 -0.39 -0.01 -0.18 -0.560
H -4.305708 -0.042311 3.621382 0.28 -0.03 0.10 0.233
H -4.843540 -0.591334 2.072885 -0.19 -0.45 0.01 0.426
H -3.153623 -0.801597 2.493918 0.03 0.06 0.08 -0.115
H -3.504312 -2.428270 4.159513 0.10 -0.07 -0.15 -0.179
H -4.537293 -2.957401 2.821352 -0.26 -0.15 0.15 0.332
H -5.666848 -2.837653 4.948108 0.12 -0.10 -0.10 0.302
C -1.209552 0.419947 0.768470 -0.19 0.20 0.82 0.475
C -0.218250 0.614117 -0.362880 -1.31 0.37 0.85 0.881
O 0.633001 -0.493901 -0.415889 0.86 -0.35 -0.73 2.355
H -1.834209 -0.469221 0.696324 0.21 -0.11 -0.30 -0.571
H -1.898836 1.265953 0.841433 0.09 0.08 -0.24 0.362
H -0.704740 0.388433 1.741098 0.12 -0.17 -0.06 -0.562
H 0.309865 1.543929 -0.100882 0.21 -0.03 -0.53 -0.717
H -0.835286 0.743550 -1.258426 0.52 0.00 -0.25 -0.730
H 1.275388 -0.405250 -1.164152 -0.67 -0.18 0.44 -0.904
C -1.256428 4.823071 0.517115 0.49 -0.42 0.28 -0.061
C 0.115959 5.101450 -0.063716 -0.35 0.19 -0.18 0.035
O 0.710950 6.170947 0.671061 -0.05 -0.09 0.07 -0.582
H -1.710848 3.939754 0.065153 0.02 0.05 -0.18 -0.164
H -1.933784 5.667189 0.414679 0.05 0.07 0.16 0.415
H -1.075931 4.549383 1.558760 -0.42 0.30 0.16 -0.279
H 0.026564 5.391118 -1.114897 0.11 -0.19 -0.06 0.534
H 0.722968 4.193927 0.036344 0.10 0.00 -0.20 -0.099
H 1.460765 6.499735 0.168334 0.02 0.01 0.03 0.322
C 0.338664 -3.507115 1.919898 0.87 -0.71 0.38 0.212
C 1.787995 -3.174853 1.613610 -0.58 0.82 0.26 -0.457
O 1.964567 -1.757431 1.633992 0.45 -0.09 -0.15 -0.268
H -0.340019 -2.986923 1.247960 -0.09 -0.17 -0.02 -0.337
H 0.146172 -3.259031 2.961440 -0.30 0.11 -0.08 -0.531
H 0.291041 -4.598617 1.846183 -0.63 0.05 -0.16 0.602
H 2.085101 -3.624976 0.661869 0.17 0.16 -0.09 0.057
H 2.418767 -3.574398 2.408187 0.14 -0.04 -0.12 0.523
H 1.442083 -1.354206 0.914250 -0.01 -0.10 0.06 -0.072
C -2.124173 3.848697 4.689994 -0.33 0.79 -0.55 -1.244
C -2.398685 2.364356 4.615584 0.62 -0.18 0.27 0.592
O -1.730458 1.683752 5.677969 0.11 -0.15 -0.65 -0.606
H -2.378295 4.373520 3.759421 -0.21 -0.24 -0.03 0.256
H -1.071717 4.088682 4.837069 0.04 -0.27 0.30 0.248
H -2.736117 4.318828 5.461101 0.26 -0.03 0.20 0.381
H -2.047935 1.959239 3.658274 -0.11 0.01 -0.07 -0.423
H -3.471387 2.173490 4.688902 -0.01 -0.04 0.00 0.454
H -0.901680 1.294394 5.281711 -0.46 0.16 0.55 0.405
C 4.351003 -0.023962 -0.728392 0.13 0.99 0.16 -1.004
C 3.293542 0.810206 -1.480797 0.27 -0.73 0.88 0.664
O 2.506438 -0.055100 -2.326146 0.34 0.95 -0.15 -0.607
H 4.463365 0.401765 0.271831 0.02 -0.07 0.03 0.146
H 5.347320 0.027233 -1.170245 -0.11 -0.25 -0.26 0.421
H 4.013920 -1.049574 -0.609768 -0.02 -0.08 -0.07 0.108
H 3.693282 1.684735 -1.995465 0.13 -0.24 -0.34 0.534
H 2.632159 1.217248 -0.716787 -0.36 -0.11 -0.20 -0.779
H 3.079901 -0.340612 -3.046410 -0.22 -0.13 -0.10 0.243
C -1.978712 -2.960217 -1.001694 -0.34 -0.59 -0.35 0.135
C -1.817476 -4.474269 -0.797709 -0.75 0.37 -0.75 -0.573
O -1.976821 -5.063987 -2.096124 1.00 -0.23 0.64 -0.658
H -2.801666 -2.770616 -1.696493 -0.34 -0.34 0.27 0.546
H -1.133427 -2.616699 -1.604216 0.33 0.40 0.70 -0.431
H -2.203764 -2.425470 -0.080232 0.52 0.24 -0.05 -0.155
H -2.562445 -4.911108 -0.127672 -0.17 0.22 -0.07 0.345
H -0.851816 -4.731555 -0.354133 0.12 0.10 -0.14 0.227
H -1.041005 -5.139068 -2.398634 -0.56 -0.22 -0.42 0.447

2.
77
Properties=species:S:1:pos:R:3:forces:R:3:lowdin_spin:R:1 method="wB97M-V/def2-TZVPD" gap_ev="6.00 / 6.32" spin_multiplicity=3 lumo_energy_ev="1.611 / 1.924" total_charge=-1 energy_ev=-164449.023 de_lowest_kj_mol=80.2 s_squared=2.010 homo_energy_ha="-0.161 / -0.161"
Mo -0.137231 0.415563 0.525289 -0.15 -0.89 -0.06 1.643
O -0.406637 4.349593 -0.624299 -1.37 3.19 -1.20 0.026
C -0.149279 3.249713 -0.262328 0.81 -0.79 0.42 0.013
N -0.968741 2.238246 -0.024842 -1.46 -1.74 -0.52 0.027
C -2.372755 2.221894 -0.322383 -0.35 -0.50 1.16 0.002
C -3.206848 3.292942 -0.708686 1.32 0.59 -0.04 0.001
C -4.569104 3.170159 -0.712318 -1.12 0.08 0.83 -0.001
C -5.159150 1.997790 -0.247517 -0.38 0.24 -1.21 0.001
C -4.401348 0.878323 0.034084 0.60 0.42 0.60 -0.002
C -2.993402 0.984809 0.061262 -0.44 0.43 -0.48 0.004
N -2.116172 -0.036539 0.506334 0.32 0.33 -0.06 0.008
C -2.471988 -1.349633 0.663927 0.49 -0.45 0.52 0.007
O -3.534712 -1.870461 0.448688 -1.49 0.08 -0.48 0.005
C -1.386389 -2.266065 1.162749 0.77 1.11 -0.76 0.003
C -1.633983 -3.613983 1.352807 -0.62 2.85 -0.69 -0.001
C -0.601863 -4.297687 1.851602 0.60 -2.02 1.23 0.003
C 0.597712 -3.739303 2.069558 2.38 1.10 -0.32 0.001
C 0.861729 -2.427639 1.649069 1.77 0.75 1.51 0.012
N -0.141324 -1.686598 1.288306 -2.46 0.04 -0.41 0.023
C 1.276559 2.963105 -0.013664 0.06 -1.35 0.90 0.005
C 2.175259 3.979645 0.045597 1.50 -0.10 -0.86 -0.002
C 3.486329 3.602526 0.227651 2.15 1.76 0.20 0.004
C 3.853524 2.309298 0.506759 -0.77 -0.72 0.08 0.001
C 2.886990 1.339110 0.489357 -1.02 -0.80 0.20 0.015
N 1.614281 1.687943 0.243909 0.47 -0.06 -0.41 0.027
H -2.833628 4.291855 -0.934530 0.47 -0.54 0.02 0.000
H -5.206626 4.055161 -0.894447 0.51 -0.60 -0.14 0.000
H -6.245315 1.948682 -0.268707 0.12 -0.20 0.27 0.000
H -4.917497 -0.002276 0.365044 0.24 -0.38 -0.01 0.000
H -2.582198 -4.039391 1.172899 -0.90 -0.15 -0.17 0.000
H -0.770918 -5.293149 2.181525 0.06 -0.91 0.07 0.000
H 1.411073 -4.282023 2.490324 0.42 -0.44 0.13 0.000
H 1.847898 -1.841402 1.754222 -1.50 -1.70 -0.19 0.002
H 1.955752 4.992523 -0.204973 -0.54 0.34 0.06 0.000
H 4.320198 4.368168 0.153718 -1.23 -0.84 0.28 0.000
H 4.795132 1.961213 0.818109 1.41 0.18 -0.08 0.000
H 3.100317 0.254266 0.688161 -0.25 1.20 -0.23 0.002
Cl 5.387003 -3.850869 -4.961920 0.14 -0.04 0.05 0.000
C 4.828952 -3.770968 -3.305695 0.73 0.23 0.27 0.000
C 3.743665 -4.511004 -2.922784 -3.00 -1.16 -1.70 0.000
C 3.074197 -4.289139 -1.743313 1.18 0.13 2.09 0.000
Cl 1.729086 -5.235422 -1.144030 -0.18 -0.12 -0.80 0.000
C 3.626154 -3.467541 -0.667465 0.93 -0.26 -2.04 0.000
O 3.068879 -3.311524 0.427328 0.27 0.35 0.55 0.000
C 4.904084 -2.880091 -1.101380 -0.74 0.12 -0.04 0.000
Cl 5.653764 -1.853431 0.071790 0.35 0.34 0.38 0.000
C 5.473651 -2.960461 -2.368820 -1.28 -0.80 0.22 0.000
H 3.162380 -5.156316 -3.664369 1.23 0.78 0.90 0.000
H 6.364727 -2.449754 -2.657863 0.41 0.42 0.15 0.000
Br -4.296702 -0.379654 4.442682 -0.39 0.34 0.06 0.000
C -3.546552 1.277426 3.834190 -0.07 -1.11 0.20 0.000
C -4.290262 2.374592 3.505999 -0.29 0.69 -0.68 0.000
C -3.584836 3.418480 2.924954 -0.91 1.15 -0.54 0.000
C -2.220599 3.421805 2.779042 1.23 -0.25 -0.26 0.000
C -1.466508 2.276767 3.083505 -0.80 0.25 0.40 0.001
C -2.190489 1.192546 3.604443 0.93 0.13 -0.10 0.000
C 0.030560 2.182756 2.773183 -0.57 1.48 0.88 0.006
O 0.780581 3.146340 2.840163 -0.61 -0.33 0.02 -0.001
O 0.381922 0.992107 2.451048 0.09 -1.41 -0.65 0.051
H -5.371573 2.489033 3.528825 0.22 -0.55 0.30 0.000
H -4.167170 4.241214 2.462954 0.45 -0.41 0.63 0.000
H -1.709039 4.277574 2.340364 -0.12 -0.16 0.02 0.000
H -1.746197 0.232088 3.842667 0.42 0.27 -0.17 0.000
C 1.938769 -1.031824 -2.734653 0.32 0.37 2.03 0.002
C 0.457424 -0.680902 -2.340261 2.08 -1.68 -0.29 0.013
C -0.311416 -1.939819 -2.683462 -1.37 0.81 -1.25 0.000
C -0.097327 0.521564 -2.986949 -0.90 1.40 0.09 0.003
O 0.456608 -0.581749 -0.939537 -0.25 0.38 0.44 0.089
H 2.099967 -1.582507 -3.643091 -0.39 0.05 -0.78 0.000
H 2.220027 -1.808043 -1.931142 0.08 1.57 -1.04 0.000
H 2.588080 -0.106709 -2.740585 -0.46 -1.09 0.26 0.000
H -0.557491 -1.779027 -3.786259 0.24 -0.96 1.25 0.000
H -1.269106 -1.916892 -2.123514 0.42 -0.38 -0.30 0.000
H 0.288874 -2.836073 -2.491385 -0.42 0.11 -0.05 0.000
H -0.354677 0.323251 -4.006366 0.14 -0.11 -0.82 0.000
H 0.603566 1.356682 -2.961600 -0.03 0.10 0.09 0.000
H -1.058620 0.849116 -2.538952 0.49 -0.19 0.09 0.001